No. 1
The following is a quantum chemistry calculation of a molecular structure, C35H27AsBrCaN4S2 at a distorted geometry, from OMol25.

Geometry as ORCA input:
```
! wB97M-V def2-TZVPD RIJCOSX def2/J DEFGRID3
* xyz -1 1
Ca -0.14 -0.06 1.48
N 1.17 4.19 2.85
C 0.70 3.17 2.07
S 1.84 2.22 1.28
N -0.60 3.13 1.90
N -1.19 2.04 1.47
C -2.39 2.14 0.98
C -3.14 0.97 0.66
C -4.32 1.07 -0.11
C -5.00 -0.08 -0.44
C -4.52 -1.30 0.03
C -3.38 -1.31 0.82
N -2.70 -0.21 1.12
H 2.14 4.13 3.12
H 0.52 4.61 3.51
H -2.84 3.12 0.82
H -4.67 2.04 -0.44
H -5.89 -0.04 -1.05
H -5.03 -2.23 -0.21
H -2.98 -2.23 1.21
Br -0.95 0.61 4.66
C 0.87 0.26 5.24
C 1.14 0.57 6.55
C 2.41 0.33 7.07
C 3.37 -0.24 6.29
C 3.10 -0.58 4.94
C 4.09 -1.20 4.16
C 3.80 -1.61 2.89
C 2.53 -1.35 2.34
C 1.51 -0.70 3.02
C 1.81 -0.34 4.37
H 0.36 1.00 7.17
H 2.61 0.57 8.11
H 4.36 -0.44 6.68
H 5.07 -1.36 4.60
H 4.55 -2.12 2.29
H 2.35 -1.71 1.33
S -0.27 -2.79 0.50
C 0.50 -2.95 -1.04
C 1.41 -3.99 -1.29
C 1.95 -4.16 -2.54
C 1.61 -3.32 -3.58
C 0.72 -2.28 -3.35
C 0.16 -2.08 -2.10
As -0.96 -0.56 -1.64
C 0.41 0.82 -1.86
C 0.00 2.15 -1.76
C 0.90 3.18 -1.94
C 2.22 2.91 -2.24
C 2.64 1.59 -2.33
C 1.75 0.56 -2.13
C -1.79 -0.33 -3.42
C -1.33 0.48 -4.45
C -2.02 0.55 -5.65
C -3.18 -0.18 -5.84
C -3.66 -0.98 -4.81
C -2.97 -1.05 -3.62
H 1.67 -4.64 -0.47
H 2.66 -4.97 -2.71
H 2.02 -3.47 -4.57
H 0.45 -1.61 -4.16
H -1.04 2.36 -1.53
H 0.56 4.21 -1.85
H 2.93 3.71 -2.37
H 3.68 1.37 -2.55
H 2.10 -0.47 -2.18
H -0.42 1.06 -4.31
H -1.64 1.18 -6.45
H -3.70 -0.14 -6.78
H -4.57 -1.55 -4.95
H -3.33 -1.67 -2.80
*
```

Values from the calculation:
**Frontier orbital gap**: 6.5 eV
**DFT total energy**: -213687.4759 eV
**Molar mass**: 762.67 g/mol
**Energy relative to the best compared isomer or geometry (same formula, charge and spin)**: 26.4 kcal/mol
**Strongest force on any atom**: 1.92 eV Å⁻¹

---

No. 2
The following is a quantum chemistry calculation of a molecular structure, C35H27N6O2PdSe at a distorted geometry, from OMol25.

Geometry as ORCA input:
```
! wB97M-V def2-TZVPD RIJCOSX def2/J DEFGRID3
* xyz 1 1
Pd 1.54 0.49 0.67
C -1.57 -2.32 2.93
C -0.74 -1.24 2.65
N 0.40 -1.33 1.99
C 0.77 -2.55 1.53
C 0.05 -3.72 1.85
C -1.16 -3.58 2.55
C 0.55 -4.99 1.43
C 1.66 -5.09 0.67
C 2.32 -3.92 0.19
C 3.37 -3.96 -0.75
C 3.89 -2.79 -1.25
C 3.40 -1.58 -0.76
N 2.46 -1.53 0.16
C 1.89 -2.65 0.63
H -2.51 -2.16 3.43
H -1.02 -0.25 2.99
H -1.76 -4.45 2.76
H 0.01 -5.87 1.74
H 2.03 -6.05 0.36
H 3.74 -4.92 -1.09
H 4.66 -2.79 -2.00
H 3.78 -0.63 -1.12
O -1.26 -2.23 -0.60
C -0.97 -1.18 -1.11
N -1.38 -0.72 -2.33
C -0.83 0.58 -2.66
C 0.05 0.77 -1.43
O 0.86 1.69 -1.19
N -0.13 -0.22 -0.57
C -0.05 0.48 -3.96
C 1.33 0.31 -3.98
C 1.99 0.13 -5.18
C 1.28 0.12 -6.37
C -0.10 0.27 -6.35
C -0.76 0.44 -5.15
C -1.88 1.68 -2.66
C -3.05 1.52 -1.93
C -4.02 2.51 -1.94
C -3.83 3.67 -2.68
C -2.64 3.84 -3.38
C -1.67 2.86 -3.36
H -2.06 -1.19 -2.90
H 1.90 0.32 -3.06
H 3.06 -0.01 -5.20
H 1.80 -0.02 -7.31
H -0.66 0.26 -7.28
H -1.83 0.56 -5.14
H -3.22 0.63 -1.36
H -4.94 2.38 -1.39
H -4.59 4.44 -2.70
H -2.48 4.75 -3.95
H -0.74 3.01 -3.90
C 0.64 3.24 1.96
N 0.81 2.29 3.03
C 1.83 1.40 3.09
Se 3.32 1.41 1.98
N 1.67 0.64 4.19
C 0.52 1.02 4.86
C -0.08 0.55 6.01
C -1.23 1.21 6.43
C -1.75 2.29 5.72
C -1.17 2.74 4.55
C -0.02 2.09 4.12
H 0.72 2.73 0.98
H 1.41 4.01 2.01
H -0.35 3.70 2.04
H 2.31 -0.08 4.47
H 0.34 -0.27 6.57
H -1.72 0.88 7.34
H -2.62 2.79 6.10
H -1.59 3.58 4.01
*
```

Values from the calculation:
**Frontier orbital gap (spin up / spin down)**: 6.7 / 6.6 eV
**DFT total energy**: -118591.7568 eV
**Molar mass**: 749.02 g/mol
**Energy relative to the best compared isomer or geometry (same formula, charge and spin)**: 69.5 kcal/mol
**Strongest force on any atom**: 3.18 eV Å⁻¹

---

Q: What is the molar mass in the first record?
A: 762.67 g/mol